Here is a molecular structure, C26H45F5IrP2 from the OMol25 dataset. Energies are from wB97M-V/def2-TZVPD.

M = 706.801 g mol⁻¹
2S+1 = 6
Total charge = +2
E_LUMO (alpha / beta) = -5.3258 / -8.4716 eV
Frontier orbital gap (alpha / beta) = 6.4 / 5.7 eV
Energy = -62673.28985 eV
Highest occupied orbital energy (alpha / beta) = -11.767 / -14.201 eV

Cartesian coordinates (Å):
Ir -0.485 0.699 0.290
C 2.765 0.075 0.769
C 3.087 1.332 0.169
C 1.028 1.601 1.346
C 1.597 0.219 1.587
C 2.044 2.210 0.399
C 3.658 -1.116 0.706
H 4.045 -1.261 -0.318
H 3.187 -2.071 1.027
H 4.538 -0.931 1.353
C 1.413 -0.564 2.837
H 1.476 -1.658 2.707
H 0.450 -0.416 3.335
H 2.197 -0.254 3.542
C 0.591 2.474 2.483
H 1.476 2.894 2.972
H -0.018 1.957 3.225
H -0.013 3.316 2.135
C 2.059 3.620 0.009
H 3.073 4.000 0.215
H 1.322 4.174 0.610
H 1.864 3.746 -1.072
C 4.449 1.715 -0.351
H 5.105 1.981 0.506
H 4.414 2.611 -1.009
H 4.956 0.914 -0.927
C -0.880 -1.112 -1.338
C 0.419 -0.828 -0.941
C 1.585 -0.573 -1.883
C 1.432 0.756 -2.652
C 0.221 1.606 -2.400
C -1.052 1.345 -2.754
C -1.453 0.118 -3.545
C -1.353 -1.242 -2.785
H 1.778 -1.431 -2.589
H 1.547 0.507 -3.734
H 2.478 -0.506 -1.232
H -0.671 -1.888 -3.384
H -1.613 -1.372 -0.550
H 0.794 -1.209 0.048
H -2.370 -1.726 -2.824
H -2.506 0.244 -3.871
H -1.746 2.187 -2.894
H -0.861 0.069 -4.483
H 2.294 1.397 -2.397
H 0.470 2.659 -2.266
P 0.188 -3.439 0.283
C 0.664 -4.102 1.884
H 0.452 -5.177 1.790
H 0.047 -3.627 2.670
H 1.730 -3.866 2.051
C -1.508 -3.921 -0.037
H -1.480 -5.010 0.024
H -1.797 -3.562 -1.031
H -2.145 -3.465 0.725
C 1.198 -4.200 -1.026
H 0.701 -3.948 -1.991
H 1.178 -5.280 -0.783
H 2.216 -3.748 -0.970
P -2.767 1.360 -0.022
C -2.204 3.111 -0.206
H -2.536 3.470 -1.196
H -1.089 3.171 -0.128
H -2.656 3.710 0.612
C -3.695 0.542 -1.400
H -3.438 0.995 -2.371
H -4.772 0.693 -1.222
H -3.531 -0.552 -1.414
C -4.304 1.641 0.971
H -5.148 1.756 0.261
H -4.222 2.583 1.535
H -4.519 0.787 1.637
F -1.169 -1.521 2.416
C -1.768 -0.373 1.867
F -2.893 -0.948 1.200
C -2.278 0.466 3.111
F -3.551 0.211 3.501
F -1.504 0.138 4.189
F -2.194 1.835 2.999